Entry 1:
{
  "formula": "C7H14",
  "method": "ωB97M-V with the def2-TZVPD basis set",
  "elements": ["C", "C", "C", "C", "C", "C", "C", "H", "H", "H", "H", "H", "H", "H", "H", "H", "H", "H", "H", "H", "H"],
  "xyz": [[1.6684, -1.5995, 1.0007], [0.6702, -1.0051, 0.3606], [-0.3672, -1.7889, -0.4135], [-1.8095, -1.2845, -0.2974], [0.3960, 0.4525, 0.6691], [0.6397, 1.3813, -0.5331], [-0.0854, 2.7240, -0.3779], [2.3622, -1.0677, 1.6385], [1.9929, -2.5989, 0.7394], [-0.3523, -2.8177, -0.0587], [-0.0775, -1.7842, -1.4712], [-2.4150, -1.8179, -1.0300], [-2.1929, -1.4479, 0.7037], [-1.9059, -0.2277, -0.5619], [1.0632, 0.7570, 1.4809], [-0.6325, 0.6102, 1.0100], [0.2025, 0.8989, -1.4110], [1.7063, 1.5570, -0.6612], [0.1653, 3.1772, 0.5808], [-1.1364, 2.5586, -0.1089], [0.1078, 3.3234, -1.2589]],
  "nbo_charge": [-0.41, 0.04, -0.44, -0.60, -0.44, -0.39, -0.61, 0.19, 0.19, 0.21, 0.21, 0.21, 0.21, 0.20, 0.21, 0.20, 0.19, 0.20, 0.20, 0.20, 0.21],
  "e_lumo_ev": 1.11,
  "energy_ha": -275.07873,
  "de_lowest_kj_mol": 98.5,
  "orbital_gap_ev": 10.3,
  "smiles": "C=C(CC)CCC"
}

=====

Entry 2:
{
  "formula": "C7H14",
  "method": "ωB97M-V with the def2-TZVPD basis set",
  "elements": ["C", "C", "C", "C", "C", "C", "C", "H", "H", "H", "H", "H", "H", "H", "H", "H", "H", "H", "H", "H", "H"],
  "xyz": [[-1.9187, -1.6437, -2.6879], [-0.9118, -0.6583, -2.1775], [-0.8196, -0.6593, -0.8312], [0.0050, 0.3878, -0.2207], [0.9435, -0.3041, 0.8941], [1.0483, 0.4649, 2.2132], [1.4298, 1.8951, 1.9651], [-2.8475, -1.4353, -2.0590], [-1.4736, -2.6230, -2.6925], [-2.3731, -1.4038, -3.7681], [-0.4532, -0.0724, -2.9251], [-1.1824, -1.3612, 0.0059], [-0.7441, 1.0438, 0.4404], [0.7355, 0.9719, -0.8479], [0.2715, -1.3298, 1.1787], [1.9346, -0.4831, 0.3964], [1.8966, 0.0245, 2.8440], [0.0781, 0.3973, 2.7246], [0.5573, 2.5137, 2.0703], [2.0879, 2.4223, 2.5152], [1.7359, 1.8531, 0.9619]],
  "nbo_charge": [-0.65, -0.21, -0.20, -0.45, -0.37, -0.41, -0.62, 0.22, 0.22, 0.20, 0.21, 0.22, 0.20, 0.22, 0.18, 0.21, 0.20, 0.20, 0.20, 0.21, 0.20],
  "e_lumo_ev": 1.21,
  "energy_ha": -274.99631,
  "de_lowest_kj_mol": 314.9,
  "orbital_gap_ev": 10.0,
  "smiles": "C/C=C/CCCC"
}

=====

Entry 3:
{
  "formula": "C7H14",
  "method": "ωB97M-V with the def2-TZVPD basis set",
  "elements": ["C", "C", "C", "C", "C", "C", "C", "H", "H", "H", "H", "H", "H", "H", "H", "H", "H", "H", "H", "H", "H"],
  "xyz": [[1.2201, -1.2904, 0.4304], [0.3705, -0.0232, 0.4112], [1.1581, 1.2313, 0.1606], [-0.3042, 0.1242, 2.0274], [-0.8170, -0.2059, -0.5231], [-0.9671, -0.6676, -1.9476], [-1.3812, 0.7212, -1.5698], [0.6045, -2.1746, 0.6401], [1.7401, -1.4705, -0.5203], [1.9680, -1.1926, 1.2215], [1.8853, 1.3321, 0.9644], [1.6874, 1.2092, -0.7994], [0.4832, 2.0939, 0.1559], [-0.9464, -0.7158, 2.4131], [0.5462, 0.1921, 2.7193], [-0.9144, 1.0419, 2.1786], [-1.2882, -0.5757, 0.3785], [-0.0788, -0.7592, -2.5609], [-1.7752, -1.3409, -2.2181], [-2.4407, 0.9545, -1.6075], [-0.7501, 1.5160, -1.9544]],
  "nbo_charge": [-0.62, 0.03, -0.62, -0.65, -0.29, -0.42, -0.42, 0.21, 0.21, 0.21, 0.21, 0.21, 0.21, 0.21, 0.20, 0.21, 0.25, 0.21, 0.22, 0.21, 0.21],
  "e_lumo_ev": 0.96,
  "energy_ha": -275.02854,
  "de_lowest_kj_mol": 230.3,
  "orbital_gap_ev": 10.8,
  "smiles": "CC(C)(C)C1CC1"
}

=====

Entry 4:
{
  "formula": "C7H14",
  "method": "ωB97M-V with the def2-TZVPD basis set",
  "elements": ["C", "C", "C", "C", "C", "C", "C", "H", "H", "H", "H", "H", "H", "H", "H", "H", "H", "H", "H", "H", "H"],
  "xyz": [[-1.7531, 2.7217, 0.0046], [-0.5030, 2.7221, -0.0339], [-2.1722, -1.5805, -0.2653], [-1.0141, -1.0375, 0.5708], [0.2868, -0.7682, -0.2666], [1.3720, -0.0704, 0.5344], [2.7886, 0.2820, -0.1795], [-3.1047, 3.1756, 0.5394], [0.7233, 2.7403, -0.6175], [-2.2248, -1.0471, -1.3235], [-1.8581, -2.6711, -0.6350], [-3.3448, -1.4432, 0.1190], [-0.5829, -1.8155, 1.2468], [-1.3637, -0.2165, 1.1083], [0.6434, -1.6599, -0.7862], [0.2013, -0.0063, -1.0734], [1.6900, -1.1032, 1.0985], [0.9631, 0.8238, 1.0172], [2.6162, 0.8674, -1.1639], [3.3836, 0.7691, 0.6216], [3.2532, -0.6826, -0.5157]],
  "nbo_charge": [-0.28, -0.34, -0.62, -0.41, -0.40, -0.39, -0.62, 0.32, 0.31, 0.21, 0.21, 0.22, 0.20, 0.21, 0.20, 0.19, 0.19, 0.22, 0.19, 0.22, 0.21],
  "e_lumo_ev": 0.14,
  "energy_ha": -274.83017,
  "de_lowest_kj_mol": 751.1,
  "orbital_gap_ev": 10.2
}

=====

Entry 5:
{
  "formula": "C7H14",
  "method": "ωB97M-V with the def2-TZVPD basis set",
  "elements": ["C", "C", "C", "C", "C", "C", "C", "H", "H", "H", "H", "H", "H", "H", "H", "H", "H", "H", "H", "H", "H"],
  "xyz": [[2.4367, -0.2063, 0.0805], [1.1917, -0.4881, -0.7269], [0.0318, -1.2111, -0.0266], [-1.1434, -0.4019, -0.5683], [-2.3764, -0.3374, 0.3252], [-0.4156, 0.9421, -0.7991], [-0.1930, 1.7290, 0.4656], [2.2055, 0.4079, 0.9590], [2.8667, -1.1494, 0.4430], [3.2015, 0.3087, -0.5099], [1.4212, -0.9517, -1.6951], [0.0058, -2.2921, -0.2185], [0.1148, -1.0733, 1.0592], [-1.4515, -0.8021, -1.5454], [-2.1269, -0.0004, 1.3380], [-3.1271, 0.3497, -0.0834], [-2.8427, -1.3259, 0.4089], [0.7450, 0.5539, -1.2559], [0.6144, 2.4599, 0.3495], [-0.0408, 1.1775, 1.4106], [-1.1177, 2.3109, 0.5895]],
  "nbo_charge": [-0.63, -0.25, -0.41, -0.30, -0.61, -0.09, -0.72, 0.21, 0.22, 0.22, 0.22, 0.21, 0.20, 0.20, 0.20, 0.21, 0.21, 0.25, 0.22, 0.18, 0.25],
  "e_lumo_ev": 1.10,
  "energy_ha": -274.96280,
  "de_lowest_kj_mol": 402.9,
  "orbital_gap_ev": 8.3
}

=====

Entry 6:
{
  "formula": "C7H14",
  "method": "ωB97M-V with the def2-TZVPD basis set",
  "elements": ["C", "C", "C", "C", "C", "C", "C", "H", "H", "H", "H", "H", "H", "H", "H", "H", "H", "H", "H", "H", "H"],
  "xyz": [[2.0062, -0.7934, 0.7549], [0.7929, -0.7555, -0.0971], [0.0267, 0.4279, -0.1223], [0.4329, 1.6886, 0.3761], [-1.1298, 0.4525, -1.2131], [-1.5948, 0.1964, 0.1187], [-2.0976, -1.1371, 0.6012], [2.4503, -1.7912, 0.8134], [2.7857, -0.0920, 0.4110], [1.7528, -0.4524, 1.7780], [2.0419, 0.5815, -1.7949], [0.4444, -1.6473, -0.6059], [1.3959, 1.8179, 0.8543], [-0.2664, 2.5168, 0.4175], [2.0060, 1.3030, -1.5757], [-1.2686, 1.4292, -1.6611], [-1.0671, -0.3796, -1.9081], [-1.9854, 1.0439, 0.6719], [-1.7992, -1.3166, 1.6372], [-1.7330, -1.9620, -0.0133], [-3.1939, -1.1304, 0.5575]],
  "nbo_charge": [-0.67, -0.17, -0.16, -0.44, -0.37, -0.11, -0.62, 0.22, 0.21, 0.21, -0.01, 0.19, 0.20, 0.18, 0.00, 0.23, 0.22, 0.22, 0.22, 0.21, 0.22],
  "e_lumo_ev": [0.56, 0.73],
  "energy_ha": -274.92594,
  "de_lowest_kj_mol": 499.7,
  "orbital_gap_ev": [7.2, 7.6]
}